No. 1
Computed, not measured: a 7-piece molecular cluster, C25H54N6O9 overall, with ωB97M-V/def2-TZVPD.

The total charge is -1. Its expectation value of S² is 0.756. The spin multiplicity is 2. The LUMO energy (alpha / beta) is 0.0827 / 0.0827 hartree. The calculation puts the total energy at -54166.310 eV. As for the frontier orbital gap (alpha / beta): 0.19761 / 0.19759 Ha.

Each line ends with the Löwdin charge.
Positions of all 94 atoms, in Å:
C 4.3400 -1.8723 -27.6055  -0.039
C 2.8700 -2.2712 -27.0959  -0.401
C 2.5052 -3.6731 -27.8620  -0.144
C 1.2803 -4.3851 -27.2890  -0.199
C 1.1982 -4.4576 -25.7552  -0.120
C 1.5603 -3.1270 -25.0109  -0.482
N 2.7349 -2.4906 -25.6100  -0.049
O 3.4135 -1.4939 -24.7669  -0.026
C 1.8530 -3.6318 -23.5677  -0.029
C 0.3860 -2.1507 -24.9945  -0.019
C 1.8300 -1.2414 -27.6275  -0.037
H 4.7280 -0.9238 -27.2341  0.073
H 4.3686 -1.8990 -28.6948  0.066
H 5.0240 -2.6911 -27.3825  0.064
H 3.3942 -4.2689 -27.6554  0.099
H 2.4249 -3.5452 -28.9415  0.111
H 1.4431 -5.3104 -27.8416  0.100
H 0.3589 -3.9744 -27.7020  0.100
H 1.7114 -5.3685 -25.4469  0.106
H 0.1330 -4.6141 -25.5854  0.115
H 2.5489 -4.4532 -23.7379  0.071
H 0.9488 -3.7945 -22.9811  0.086
H 2.4392 -2.9560 -22.9449  0.080
H 0.6594 -1.1006 -24.8916  0.089
H -0.2531 -2.5494 -24.2067  0.072
H -0.2570 -2.1823 -25.8741  0.070
H 1.5462 -0.5438 -26.8395  0.078
H 0.8859 -1.6938 -27.9309  0.068
H 2.2079 -0.6255 -28.4435  0.075
O -1.1152 1.0866 -22.2918  0.072
C 0.1217 0.7050 -22.2344  -0.959
O 1.0753 1.1395 -22.9763  -0.104
O 0.4795 -0.1364 -21.4627  -0.015
H -1.3215 0.4647 -21.5902  0.057
C 0.8249 0.9816 -17.8493  -0.007
C 2.1759 1.2791 -18.3030  -0.625
O 2.4826 1.3288 -19.4460  0.119
N 3.0583 1.6196 -17.3564  -0.040
C 4.3516 2.2169 -17.4826  -0.075
H 0.3758 1.7409 -17.2090  0.087
H 0.9667 0.0354 -17.3270  0.090
H 0.2052 0.8533 -18.7367  0.075
H 2.8856 1.2746 -16.4230  0.125
H 4.4590 2.2987 -18.5642  0.088
H 5.0575 1.5848 -16.9439  0.081
H 4.2221 3.2040 -17.0389  0.077
C -5.1450 -3.9786 -25.1225  -0.028
C -4.0374 -3.0715 -24.7636  -0.561
O -3.0151 -2.9668 -25.4771  0.012
N -4.2094 -2.4143 -23.5952  0.016
C -3.2937 -1.3181 -23.2117  -0.052
H -4.8962 -4.7993 -25.7953  0.081
H -5.8000 -3.4355 -25.8037  0.085
H -5.6196 -4.4137 -24.2430  0.077
H -5.1148 -2.4717 -23.1514  0.125
H -3.7602 -0.7057 -22.4400  0.067
H -3.0427 -0.6589 -24.0427  0.082
H -2.2951 -1.6650 -22.9459  0.083
C -1.4956 4.1407 -20.9747  0.036
C -2.6331 5.1186 -20.5215  -0.573
O -2.6639 5.5032 -19.4106  0.053
N -3.3920 5.7427 -21.4665  -0.002
C -4.5721 6.6765 -21.4580  -0.055
H -1.3991 4.3416 -22.0416  0.059
H -1.6597 3.0800 -20.7846  0.067
H -0.5933 4.4485 -20.4463  0.087
H -3.0607 5.7212 -22.4203  0.105
H -5.3099 6.3891 -22.2071  0.063
H -4.2424 7.6491 -21.8234  0.073
H -4.9840 6.6345 -20.4498  0.078
C -3.9517 6.0811 -26.6544  -0.006
C -2.8168 5.1910 -26.0764  -0.660
O -1.7126 5.5567 -26.2882  0.074
N -3.1975 4.2066 -25.3607  0.025
C -2.2776 3.2334 -24.7481  -0.041
H -3.4155 6.9375 -27.0634  0.072
H -4.6338 6.3850 -25.8604  0.061
H -4.5064 5.6077 -27.4645  0.069
H -4.1578 4.1531 -25.0525  0.139
H -1.2692 3.5995 -24.5554  0.091
H -2.1689 2.3535 -25.3823  0.086
H -2.5795 2.8265 -23.7830  0.068
C -2.0469 -1.1270 -18.4351  -0.008
C -2.8280 0.0057 -18.9590  -0.570
O -3.1193 -0.0483 -20.1368  0.039
N -3.1953 1.0142 -18.1234  0.025
C -4.2915 1.9296 -18.4114  -0.072
H -1.1246 -1.0738 -19.0134  0.085
H -2.5024 -2.0793 -18.7064  0.091
H -1.9621 -1.1189 -17.3484  0.076
H -3.0931 0.8717 -17.1287  0.124
H -3.7996 2.7805 -18.8826  0.065
H -4.9060 2.3121 -17.5964  0.083
H -4.9243 1.6522 -19.2545  0.080

Forces on atoms 1 to 2 (eV/Å):
C -1.13 -1.03 0.83
C -0.36 -0.60 -1.88

No. 2
Computed, not measured: C25H55Ca2N2O10P as an isolated structure, with ωB97M-V/def2-TZVPD.

The LUMO energy is -0.0095 hartree. For the energy relative to the best compared isomer or geometry (same formula, charge and spin), the calculation gives 0.00 kJ/mol. The calculation puts the total energy at -96446.934 eV. As for the frontier orbital gap: 0.25706 Ha.

Each line ends with the Löwdin charge.
Positions of all 95 atoms, in Å:
Ca -6.8330 6.1045 -11.7258  1.460
Ca -6.2851 5.8102 -15.1759  1.484
P -4.5147 5.6052 -12.8360  -0.048
O -5.3897 6.8130 -13.3828  -0.682
O -5.6384 4.6197 -13.3195  -0.577
O -4.7345 5.8017 -11.3144  -0.495
O -3.2205 5.8739 -13.5467  -0.353
O -10.4884 6.3935 -13.7045  0.090
C -9.3019 6.2020 -13.0508  -0.756
O -8.2179 6.3323 -13.6800  -0.185
O -9.3266 6.0308 -11.8095  -0.054
H -11.0752 6.1809 -12.9681  0.069
C -8.0699 5.7012 -7.1731  -0.145
C -6.5757 5.3758 -7.3406  -0.137
C -6.1975 6.1245 -8.6212  -0.214
O -7.3776 6.2076 -9.3878  -0.272
C -8.4837 6.4120 -8.4762  -0.147
H -8.2924 6.3223 -6.3033  0.106
H -8.7155 4.8294 -7.0492  0.102
H -6.5256 4.2942 -7.4975  0.095
H -5.8896 5.5923 -6.5263  0.114
H -5.3498 5.6569 -9.1178  0.105
H -5.8395 7.1321 -8.3571  0.134
H -9.3612 6.0440 -8.9991  0.106
H -8.5740 7.4918 -8.3199  0.124
C -8.0537 2.1840 -9.6120  -0.147
C -6.8627 1.5998 -10.3823  -0.138
C -6.4271 2.7713 -11.2694  -0.172
O -7.5555 3.6808 -11.3357  -0.250
C -8.6659 3.1141 -10.6461  -0.203
H -7.7188 2.7957 -8.7708  0.096
H -8.7951 1.4834 -9.2253  0.115
H -7.1208 0.6756 -10.8954  0.109
H -6.0996 1.3543 -9.6400  0.110
H -6.2651 2.3974 -12.2796  0.101
H -5.5225 3.2650 -10.9295  0.113
H -9.3415 2.6122 -11.3492  0.113
H -9.2184 3.9447 -10.2030  0.099
C -9.6059 9.0051 -15.6642  -0.170
C -9.5748 10.2358 -14.7655  -0.167
C -8.0834 10.5121 -14.7201  -0.182
O -7.6171 10.2460 -16.0505  -0.123
C -8.5679 9.4696 -16.7277  -0.224
H -10.5761 8.7619 -16.0955  0.117
H -9.2618 8.1263 -15.1170  0.066
H -9.9004 10.0333 -13.7399  0.114
H -10.1923 11.0497 -15.1443  0.115
H -7.5790 9.8351 -14.0223  0.121
H -7.8178 11.5354 -14.4575  0.121
H -8.2246 8.6435 -17.3559  0.092
H -9.1615 10.0788 -17.4317  0.118
C -8.6508 2.7593 -14.2109  -0.060
C -8.9368 3.4272 -15.5415  -0.225
N -7.7395 4.0442 -16.1450  -0.300
C -6.6327 3.0583 -16.2729  -0.253
C -6.9658 1.8570 -17.1527  -0.060
C -8.0569 4.6934 -17.4064  -0.280
C -8.9902 5.8961 -17.2952  -0.071
H -9.5648 2.7696 -13.6145  0.078
H -7.9010 3.3175 -13.6481  0.057
H -8.3493 1.7157 -14.3126  0.084
H -9.3836 2.7666 -16.2994  0.124
H -9.6663 4.2251 -15.3919  0.101
H -6.2915 2.7361 -15.2888  0.108
H -5.7812 3.6336 -16.6746  0.111
H -6.0232 1.3503 -17.3547  0.085
H -7.4122 2.1508 -18.1000  0.069
H -7.6671 1.2118 -16.6292  0.072
H -7.1077 5.0233 -17.8606  0.120
H -8.4881 4.0287 -18.1711  0.118
H -9.0252 6.4189 -18.2508  0.087
H -10.0196 5.6135 -17.0755  0.086
H -8.6779 6.5819 -16.5048  0.038
C -12.5412 4.4686 -10.1612  -0.082
C -13.9665 4.3041 -10.7335  -0.228
N -14.6528 5.5501 -11.0392  -0.197
C -15.1251 6.2649 -9.8678  -0.274
C -16.3816 5.6634 -9.2675  -0.088
C -13.9875 6.4128 -11.9898  -0.274
C -13.5573 5.6771 -13.2415  -0.096
H -12.1897 3.5610 -9.6564  0.072
H -12.4923 5.1677 -9.3172  0.065
H -11.8043 4.7633 -10.9093  0.046
H -13.8628 3.6512 -11.5985  0.106
H -14.5561 3.8115 -9.9609  0.103
H -14.3362 6.3494 -9.0996  0.109
H -15.3369 7.2975 -10.1506  0.113
H -16.2234 4.6680 -8.8571  0.061
H -16.8412 6.3628 -8.5726  0.071
H -17.0901 5.5151 -10.0889  0.078
H -13.1536 6.9993 -11.5527  0.120
H -14.6858 7.1981 -12.3005  0.116
H -14.4257 5.0933 -13.5602  0.089
H -12.7356 4.9850 -13.0489  0.054
H -13.2826 6.3180 -14.0766  0.076

Forces on atoms 1 to 2 (eV/Å):
Ca -1.15 -0.24 -0.04
Ca 0.25 0.42 2.42